Entry 1:
13
Properties=species:S:1:pos:R:3:forces:R:3:mulliken_charge:R:1 method="wB97M-V/def2-TZVPD" largest_force_ev_per_a=1.51 gap_ev=11.3
C 1.861449 0.381000 0.062706 0.08 -0.05 -0.03 -1.096
C 0.724137 0.165290 1.059645 -0.08 0.07 0.06 -0.298
C -0.535447 -0.254438 0.383967 -0.19 0.26 0.08 0.111
O -1.589819 0.311759 0.591580 0.39 -0.18 0.36 -0.593
C -2.425744 -0.641671 -2.574931 -0.31 -0.07 0.12 -0.160
N -2.802055 -0.448486 -1.487601 0.02 -0.35 -1.47 -0.197
H 2.767647 0.669057 0.598727 -0.05 -0.03 -0.12 0.306
H 2.070366 -0.535084 -0.498932 0.01 0.13 0.06 0.328
H 1.618925 1.171478 -0.655189 0.03 -0.12 0.14 0.329
H 0.483175 1.072164 1.620842 0.16 -0.13 0.02 0.259
H 0.976475 -0.630626 1.770933 0.09 0.07 -0.03 0.274
H -0.475951 -1.095089 -0.343821 -0.09 0.20 0.14 0.346
H -2.673162 -0.165360 -0.527931 -0.07 0.20 0.69 0.391

Entry 2:
45
Properties=species:S:1:pos:R:3:forces:R:3:mulliken_charge:R:1 method="wB97M-V/def2-TZVPD" largest_force_ev_per_a=1.46 gap_ev=8.3 smiles="CCOC(=O)C1CCN(S(=O)(=O)c2ccc(-c3ccc(=O)[nH]n3)o2)CC1"
C -6.910405 -2.227155 0.103328 0.43 0.20 0.02 -1.231
C -5.410336 -2.257498 0.323357 -0.07 -0.50 0.08 -0.208
O -4.895261 -0.939115 0.111417 -0.45 0.14 -0.09 -0.276
C -3.576711 -0.783905 0.222593 0.03 0.41 -0.04 0.077
O -2.826311 -1.686757 0.495936 0.10 -0.17 0.06 -0.585
C -3.185271 0.655767 -0.058702 -0.10 0.05 0.02 0.595
C -2.485430 0.750476 -1.425011 0.04 -0.24 0.10 -0.853
C -1.107871 0.092869 -1.377393 -0.23 -0.06 -0.75 -1.132
N -0.287144 0.674331 -0.337047 0.58 0.89 -0.37 0.148
S 0.392382 2.152926 -0.686633 0.81 -0.26 0.42 1.354
O 0.617336 2.233178 -2.096663 -0.04 -0.30 -0.08 -0.712
O -0.259407 3.251836 -0.031123 0.15 -0.20 0.18 -0.702
C 1.966711 1.945091 0.130477 -0.66 0.67 0.25 -0.237
C 2.566360 2.609120 1.163701 -0.61 -0.11 -0.51 -0.252
C 3.812326 1.980071 1.359381 0.11 -0.68 -0.60 -0.723
C 3.881399 0.972858 0.424513 -0.05 1.06 1.01 0.717
C 4.921007 0.006385 0.150429 0.60 -0.54 -0.15 0.171
C 4.773157 -0.949611 -0.907739 0.34 -0.20 0.03 -0.491
C 5.764234 -1.835687 -1.139345 -0.20 0.14 0.01 -0.438
C 6.970614 -1.825942 -0.327454 -0.12 0.15 0.07 0.287
O 7.928269 -2.562673 -0.429778 0.19 -0.21 -0.09 -0.651
N 6.948756 -0.837317 0.649862 0.25 -0.19 -0.02 0.209
N 5.993338 0.037943 0.893807 -0.78 0.58 0.06 -0.711
O 2.752288 0.956227 -0.320214 0.36 -0.52 -0.28 -0.326
C -0.877112 0.586604 0.981204 -0.16 0.12 0.73 -1.049
C -2.267513 1.221676 1.033522 0.01 -0.21 -0.02 -1.043
H -7.133983 -1.906545 -0.910450 -0.08 0.00 -0.10 0.314
H -7.376484 -1.533293 0.797427 -0.10 0.04 0.06 0.318
H -7.322349 -3.219432 0.261634 -0.06 -0.09 0.01 0.394
H -5.161267 -2.571411 1.343062 0.01 0.02 -0.17 0.291
H -4.916168 -2.944139 -0.372854 -0.05 0.08 0.14 0.300
H -4.113655 1.233954 -0.091771 0.14 -0.07 0.01 0.445
H -2.354946 1.806059 -1.674629 -0.10 0.00 -0.07 0.383
H -3.097754 0.282228 -2.197646 -0.01 0.06 -0.06 0.504
H -0.579697 0.243849 -2.318983 -0.15 -0.19 -0.02 0.500
H -1.195068 -0.976936 -1.170057 0.09 0.11 -0.03 0.447
H 2.154574 3.440424 1.696779 -0.13 0.19 0.10 0.584
H 4.564934 2.222974 2.079493 0.19 0.02 0.14 0.550
H 3.868210 -0.932818 -1.495415 -0.05 -0.06 -0.09 0.511
H 5.709634 -2.576548 -1.921712 0.00 -0.05 -0.04 0.425
H 7.760484 -0.766477 1.257206 -0.20 -0.08 -0.21 0.281
H -0.204323 1.098676 1.672136 -0.07 -0.13 0.16 0.369
H -0.934584 -0.472233 1.246590 0.12 0.16 0.00 0.543
H -2.706028 1.054201 2.018694 0.00 0.04 0.04 0.467
H -2.160913 2.295759 0.874085 -0.11 -0.07 0.08 0.434

Entry 3:
20
Properties=species:S:1:pos:R:3:forces:R:3:mulliken_charge:R:1 method="wB97M-V/def2-TZVPD" charge=+1 largest_force_ev_per_a=4.25 gap_ev=9.4
C -1.805386 -1.500012 0.048041 -1.89 0.03 1.56 -0.618
C -0.560270 -1.332798 -0.023665 -0.83 -2.22 0.01 0.712
C 1.735530 -1.651586 -1.173840 -1.19 1.38 -1.69 -0.343
C 2.050481 -1.374409 0.236243 -1.23 -1.16 1.95 -0.350
C 0.134240 1.956837 -0.080404 -1.36 0.65 -2.16 -0.219
C -0.660362 2.342657 1.053595 -4.00 1.41 -0.36 -0.442
N 0.645424 -1.409596 -0.220339 2.56 -0.03 -0.54 -0.056
N -0.657659 0.921106 0.647397 1.94 0.65 1.00 -0.458
O -2.739344 0.082850 -1.901394 0.29 0.23 -1.41 -0.409
P -2.690766 0.208792 -0.462615 -0.15 -0.53 1.80 0.477
H -2.342971 -2.304978 0.641570 0.75 0.85 -1.39 0.419
H 1.779003 -0.750173 -1.840181 0.34 -1.20 0.37 0.252
H 1.707332 -2.634536 -1.665028 0.48 0.43 0.51 0.300
H 2.195850 -2.245291 0.910378 0.35 0.73 -0.56 0.264
H 2.328532 -0.417760 0.653918 0.58 0.10 -0.48 0.279
H -0.451009 2.166859 -1.014090 1.44 -0.12 0.46 0.193
H 1.226935 2.015590 -0.082483 -0.51 -0.28 0.00 0.294
H -0.217547 2.528601 1.959565 1.20 0.40 2.00 0.290
H -1.706098 2.929227 1.009181 2.52 -1.52 -0.41 0.178
H 0.028087 0.468614 1.304157 -1.31 0.20 -0.65 0.236

Entry 4:
61
Properties=species:S:1:pos:R:3:forces:R:3:mulliken_charge:R:1 method="wB97M-V/def2-TZVPD" largest_force_ev_per_a=1.26 gap_ev=8.6 smiles="CCOc1ccc(N(CC(=O)NCCSCc2ccccc2)S(=O)(=O)c2ccccc2)cc1"
C 2.835956 -0.292898 4.915469 -0.18 0.21 -0.30 -1.262
C 1.934029 0.730877 4.234584 0.02 -0.11 0.43 -0.412
O 2.207196 0.865867 2.853749 0.09 -0.03 -0.35 -0.481
C 1.843300 -0.130156 1.992538 -0.04 -0.07 -0.19 0.776
C 0.999154 -1.193230 2.284254 0.15 0.32 0.22 -0.616
C 0.657372 -2.110888 1.304785 0.04 -0.20 -0.39 -0.864
C 1.135439 -1.992701 0.000822 0.36 0.58 0.48 1.143
N 0.746356 -2.887099 -1.002510 0.37 -0.49 -1.10 -0.247
C -0.313667 -3.831435 -0.736078 -0.22 -0.44 0.11 -0.475
C -1.606334 -3.147204 -0.281400 0.16 0.17 -0.36 0.666
O -2.348726 -3.636874 0.541489 -0.08 -0.33 0.33 -0.692
N -1.837591 -1.967577 -0.890802 0.03 0.11 -0.32 0.392
C -2.806081 -1.011071 -0.415688 -0.07 0.11 0.11 -1.350
C -2.101110 0.257748 0.045080 0.11 0.32 -0.30 0.052
S -1.310666 1.064625 -1.398188 0.02 -0.07 0.22 -0.071
C -0.156304 2.188710 -0.530336 -0.23 -0.44 -0.27 0.227
C -0.859059 3.051936 0.466164 0.03 0.09 0.10 -0.050
C -1.870659 3.915077 0.060392 0.04 0.03 0.04 -0.349
C -2.533314 4.700059 0.985125 -0.04 0.03 -0.08 -0.693
C -2.192374 4.630662 2.326152 -0.01 0.02 0.14 -0.377
C -1.185618 3.774070 2.736543 -0.07 0.06 0.11 -0.680
C -0.523594 2.984604 1.812164 0.01 0.01 -0.15 0.084
S 1.523182 -2.980929 -2.499379 -0.18 0.01 0.03 1.244
O 1.061553 -4.192692 -3.107917 -0.25 0.11 0.03 -0.736
O 2.930962 -2.786321 -2.339134 -0.18 0.31 0.11 -0.656
C 0.824015 -1.608828 -3.423198 0.34 -0.42 0.29 0.516
C 1.581885 -0.493635 -3.720553 0.17 0.00 0.08 -0.290
C 0.999531 0.556228 -4.412080 -0.03 0.00 0.00 -0.653
C -0.326767 0.476131 -4.803693 0.05 0.01 -0.04 -0.565
C -1.069880 -0.660616 -4.528570 0.03 -0.11 0.05 -0.487
C -0.491405 -1.712163 -3.837446 -0.14 -0.06 -0.18 -0.589
C 1.988582 -0.927612 -0.284761 0.02 0.11 0.21 0.025
C 2.340558 -0.021520 0.693274 -0.02 -0.07 0.23 -1.266
H 2.680760 -1.284555 4.497493 0.01 -0.10 0.03 0.332
H 2.621225 -0.320011 5.980131 -0.01 -0.03 0.13 0.394
H 3.877954 -0.018957 4.770911 0.09 0.01 0.02 0.320
H 2.126365 1.727418 4.642259 -0.11 -0.14 -0.02 0.436
H 0.875783 0.490370 4.399733 0.07 0.08 -0.04 0.310
H 0.588903 -1.330722 3.272227 -0.01 0.01 0.10 0.476
H 0.003500 -2.919252 1.584909 -0.10 -0.12 0.02 0.369
H -0.023472 -4.563596 0.026606 -0.10 0.14 -0.06 0.324
H -0.487637 -4.379181 -1.664503 -0.16 -0.04 0.24 0.435
H -1.147015 -1.600715 -1.531724 0.05 -0.06 0.18 -0.489
H -3.342503 -1.477321 0.414900 0.00 0.09 -0.14 0.549
H -3.516050 -0.771186 -1.214175 -0.07 -0.04 0.12 0.287
H -1.312637 0.022615 0.761441 -0.05 -0.06 0.09 -0.230
H -2.806130 0.962618 0.485559 0.00 -0.06 0.09 0.598
H 0.286816 2.779915 -1.332502 0.09 0.00 0.02 0.593
H 0.613146 1.573392 -0.062528 -0.02 0.17 -0.02 -0.777
H -2.138635 3.958464 -0.985632 -0.05 0.00 -0.10 0.389
H -3.317528 5.367569 0.659872 -0.07 0.06 -0.02 0.389
H -2.710628 5.243324 3.048695 -0.04 0.05 0.06 0.388
H -0.914721 3.718002 3.780643 0.02 0.00 0.10 0.417
H 0.268551 2.324364 2.132338 0.12 -0.12 0.03 0.432
H 2.620264 -0.467191 -3.428970 0.12 0.06 0.03 0.603
H 1.583091 1.433093 -4.647569 0.06 0.07 -0.02 0.450
H -0.780751 1.297802 -5.335887 -0.05 0.08 -0.05 0.411
H -2.096861 -0.729193 -4.851609 -0.10 -0.02 -0.03 0.427
H -1.037904 -2.621235 -3.640428 -0.15 -0.08 -0.01 0.358
H 2.400185 -0.821127 -1.270510 0.09 0.14 0.00 0.246
H 3.010011 0.794150 0.467469 0.08 0.10 -0.04 0.297

What energy relative to the best compared isomer or geometry (same formula, charge and spin) values result from the calculations? In sequence: 51.3, 65.2, 91.8, 1.1 kcal per mole.